(1)
Molecular formula: C18H26N3O8P2Ti
Method: DFT, ωB97M-V/def2-TZVPD

Cartesian coordinates (Å):
1 Ti -0.045 -0.346 -0.558
2 P 2.234 -1.296 -0.619
3 C 2.427 -1.693 -2.388
4 C 1.077 -1.994 -2.999
5 N -0.065 -1.544 -2.413
6 C -1.240 -1.727 -3.073
7 C -1.307 -2.435 -4.265
8 C -0.149 -2.964 -4.823
9 C 1.057 -2.726 -4.179
10 C -2.506 -1.083 -2.562
11 P -2.156 0.408 -1.549
12 H 2.010 -3.086 -4.569
13 H -2.279 -2.527 -4.747
14 H -0.185 -3.543 -5.742
15 H -3.121 -0.748 -3.412
16 H -3.113 -1.794 -1.976
17 H 2.908 -0.834 -2.902
18 H 3.094 -2.563 -2.502
19 H 1.721 3.742 -3.204
20 O 2.335 3.187 -3.728
21 H 2.420 3.675 -4.568
22 H -1.296 4.544 -1.018
23 O -1.043 5.176 -1.719
24 H -1.461 6.012 -1.444
25 C -2.269 1.742 -2.769
26 H -3.247 1.716 -3.265
27 H -2.119 2.709 -2.276
28 H -1.477 1.632 -3.520
29 C -3.626 0.584 -0.519
30 H -3.506 1.501 0.068
31 H -4.529 0.646 -1.140
32 H -3.699 -0.265 0.170
33 C 2.261 -2.928 0.175
34 H 3.186 -3.461 -0.080
35 H 2.195 -2.784 1.260
36 H 1.397 -3.527 -0.133
37 C 3.781 -0.502 -0.138
38 H 3.700 -0.260 0.928
39 H 4.647 -1.156 -0.306
40 H 3.906 0.434 -0.697
41 O -0.625 -1.081 1.271
42 C -0.172 0.000 1.830
43 O 0.232 0.910 0.994
44 C -0.104 0.243 3.272
45 C -0.302 1.565 3.691
46 C -0.319 1.842 5.073
47 C -0.086 0.831 6.017
48 C 0.132 -0.484 5.581
49 C 0.112 -0.785 4.200
50 N 0.408 -1.493 6.576
51 O 0.401 -1.125 7.775
52 O 0.643 -2.668 6.232
53 N -0.587 3.191 5.488
54 O -0.788 4.037 4.588
55 O -0.604 3.477 6.703
56 H -0.464 2.359 2.967
57 H -0.067 1.062 7.078
58 H 0.274 -1.805 3.863

ΔE to the lowest compared entry with this formula, charge and spin	0.0	kcal per mole
expectation value of S²	2.01
frontier orbital gap (alpha / beta)	6.2 / 8.9	eV
2S+1	3
highest occupied orbital energy (alpha / beta)	-0.3576 / -0.4559	hartree
total charge	+1
calculated total energy	-81622.136	eV



(2)
Molecular formula: C43H37GeN3O2RhSi
Method: DFT, ωB97M-V/def2-TZVPD

Cartesian coordinates (Å):
1 Rh 1.510 0.555 -0.278
2 O 8.641 0.868 0.283
3 C 7.914 0.143 1.004
4 O 8.200 -0.548 2.011
5 C 6.406 0.206 0.675
6 C 5.923 1.061 -0.305
7 C 4.561 1.163 -0.543
8 N 3.663 0.395 0.148
9 C 4.129 -0.427 1.138
10 C 5.478 -0.533 1.406
11 C 3.108 -1.078 1.917
12 C 3.361 -2.036 2.915
13 C 2.321 -2.562 3.639
14 C 1.013 -2.133 3.379
15 C 0.839 -1.217 2.374
16 N 1.836 -0.707 1.639
17 C 3.987 2.139 -1.424
18 C 4.743 2.868 -2.363
19 C 4.141 3.818 -3.142
20 C 2.766 4.066 -2.978
21 C 2.081 3.305 -2.068
22 N 2.639 2.337 -1.315
23 H 6.648 1.667 -0.834
24 H 5.857 -1.152 2.210
25 H 4.377 -2.354 3.099
26 H 2.511 -3.304 4.405
27 H 0.159 -2.526 3.918
28 H -0.144 -0.854 2.125
29 H 5.800 2.665 -2.462
30 H 4.719 4.371 -3.873
31 H 2.251 4.826 -3.551
32 H 1.024 3.474 -1.912
33 C -2.408 0.792 -2.982
34 Si -0.744 0.826 -2.097
35 C 0.455 0.968 -3.532
36 C -0.887 2.346 -0.958
37 C -0.421 2.315 0.366
38 C -0.538 3.405 1.216
39 C -1.149 4.563 0.759
40 C -1.634 4.623 -0.545
41 C -1.502 3.528 -1.390
42 H -2.495 1.662 -3.647
43 H -3.258 0.807 -2.292
44 H -2.502 -0.109 -3.593
45 H 0.401 1.953 -4.011
46 H 0.161 0.212 -4.272
47 H 1.497 0.790 -3.251
48 H -0.011 1.383 0.783
49 H -0.164 3.345 2.231
50 H -1.254 5.416 1.418
51 H -2.114 5.527 -0.903
52 H -1.880 3.595 -2.408
53 C -0.268 -0.589 -0.992
54 Ge -1.808 -1.215 0.001
55 C -1.451 -2.883 0.975
56 C -2.404 -3.404 1.854
57 C -2.199 -4.628 2.483
58 C -1.042 -5.357 2.227
59 C -0.092 -4.858 1.342
60 C -0.297 -3.627 0.726
61 C -3.266 -1.832 -1.178
62 C -4.612 -1.712 -0.830
63 C -5.610 -2.281 -1.619
64 C -5.274 -2.984 -2.768
65 C -3.936 -3.121 -3.124
66 C -2.946 -2.553 -2.331
67 C -2.670 0.046 1.246
68 C -3.471 1.081 0.748
69 C -4.122 1.967 1.598
70 C -3.992 1.832 2.975
71 C -3.211 0.807 3.494
72 C -2.562 -0.079 2.636
73 H 0.123 -1.432 -1.572
74 H -3.318 -2.853 2.050
75 H -2.944 -5.017 3.169
76 H -0.880 -6.310 2.716
77 H 0.812 -5.422 1.140
78 H 0.467 -3.229 0.061
79 H -4.893 -1.161 0.061
80 H -6.650 -2.179 -1.331
81 H -6.049 -3.426 -3.384
82 H -3.666 -3.672 -4.018
83 H -1.903 -2.668 -2.619
84 H -3.574 1.217 -0.325
85 H -4.726 2.767 1.182
86 H -4.503 2.518 3.642
87 H -3.105 0.692 4.566
88 H -1.975 -0.882 3.069

expectation value of S²	6.04
frontier orbital gap (alpha / beta)	4.4 / 6.5	eV
2S+1	5
highest occupied orbital energy (alpha / beta)	-0.0841 / -0.1853	hartree
total charge	-1
calculated total energy	-121159.598	eV



(3)
Molecular formula: C15H42ClO16S6
Method: DFT, ωB97M-V/def2-TZVPD

Cartesian coordinates (Å):
1 Cl -18.653 14.986 10.868
2 O -18.622 14.631 9.462
3 O -18.161 16.284 10.960
4 O -20.023 14.858 11.375
5 O -17.710 14.129 11.558
6 O -23.475 11.797 9.353
7 S -22.273 12.627 9.366
8 O -20.941 11.985 9.203
9 O -22.533 13.740 8.117
10 C -23.884 14.294 7.842
11 C -24.186 14.000 6.401
12 C -22.238 13.884 10.621
13 H -23.883 15.368 8.028
14 H -24.755 13.958 8.404
15 H -23.503 14.518 5.727
16 H -25.197 13.969 5.995
17 H -23.941 12.952 6.228
18 H -21.284 14.202 11.040
19 H -22.619 13.235 11.410
20 H -22.993 14.634 10.383
21 O -16.498 11.231 14.753
22 S -15.884 11.306 13.424
23 O -14.668 10.661 13.080
24 O -17.096 11.054 12.253
25 C -18.403 11.646 12.408
26 C -19.467 10.605 12.058
27 C -15.662 13.007 13.120
28 H -18.571 12.482 11.730
29 H -18.509 12.194 13.344
30 H -19.870 10.067 12.916
31 H -19.071 10.047 11.210
32 H -20.383 11.097 11.732
33 H -14.820 13.316 13.741
34 H -16.585 13.464 13.477
35 H -15.360 13.179 12.087
36 O -21.302 18.998 13.382
37 S -21.082 17.602 13.071
38 O -21.415 16.498 13.947
39 O -21.719 17.360 11.525
40 C -22.770 16.357 11.197
41 C -24.254 16.716 11.503
42 C -19.350 17.504 12.683
43 H -22.604 15.389 11.672
44 H -22.705 15.933 10.195
45 H -25.013 16.297 10.842
46 H -24.429 17.792 11.542
47 H -24.424 16.332 12.509
48 H -19.260 17.969 11.701
49 H -19.071 16.453 12.608
50 H -18.773 18.168 13.326
51 C -16.035 15.330 9.261
52 S -15.011 14.617 10.567
53 O -14.838 13.272 9.934
54 C -13.422 15.541 10.043
55 H -16.270 16.339 9.600
56 H -17.003 14.831 9.211
57 H -15.559 15.333 8.281
58 H -12.621 14.861 10.335
59 H -13.393 16.464 10.622
60 H -13.376 15.545 8.954
61 C -17.696 14.790 14.701
62 S -18.272 16.492 14.087
63 O -18.251 17.310 15.363
64 C -16.874 16.888 12.997
65 H -16.650 14.837 15.004
66 H -17.818 13.981 13.981
67 H -18.373 14.479 15.496
68 H -16.338 15.998 12.666
69 H -16.126 17.495 13.506
70 H -17.295 17.500 12.199
71 C -16.365 11.601 10.006
72 S -17.446 12.428 8.754
73 O -17.484 11.458 7.501
74 C -19.122 12.075 9.432
75 H -16.541 11.860 11.050
76 H -15.462 12.194 9.860
77 H -16.058 10.569 9.838
78 H -19.682 11.793 8.540
79 H -19.646 12.784 10.072
80 H -18.963 11.084 9.856

ΔE to the lowest compared entry with this formula, charge and spin	439.9	kcal per mole
frontier orbital gap	6.9	eV
2S+1	1
highest occupied orbital energy	-0.1774	hartree
total charge	-1
calculated total energy	-126502.838	eV



(4)
Molecular formula: C16H12O5
Method: DFT, ωB97M-V/def2-TZVPD

Cartesian coordinates (Å):
1 C 4.932 0.084 1.751
2 C 4.312 -0.333 0.425
3 O 2.948 -0.731 0.590
4 C 2.035 0.247 0.597
5 O 2.280 1.417 0.491
6 C 0.673 -0.308 0.789
7 C 0.229 -1.101 1.826
8 C 0.954 -1.666 2.989
9 O -1.086 -1.331 1.712
10 C -1.522 -0.703 0.605
11 C -0.472 -0.048 -0.012
12 C -0.616 0.646 -1.294
13 O 0.316 1.054 -1.952
14 C -2.031 0.755 -1.744
15 C -2.295 1.504 -2.887
16 C -3.586 1.634 -3.369
17 C -4.633 1.005 -2.714
18 C -4.384 0.252 -1.580
19 C -3.092 0.120 -1.080
20 C -2.905 -0.702 0.146
21 O -3.814 -1.287 0.701
22 H 4.864 -0.726 2.474
23 H 5.977 0.335 1.599
24 H 4.415 0.956 2.145
25 H 4.352 0.496 -0.289
26 H 4.814 -1.209 0.010
27 H 0.465 -2.580 3.316
28 H 0.947 -0.960 3.820
29 H 1.985 -1.873 2.716
30 H -1.463 1.981 -3.384
31 H -3.773 2.222 -4.254
32 H -5.642 1.101 -3.087
33 H -5.185 -0.249 -1.057

SMILES string	CCOC(=O)c1c(C)oc2c1C(=O)c1ccccc1C2=O
ΔE to the lowest compared entry with this formula, charge and spin	2.0	kcal per mole
frontier orbital gap	8.1	eV
2S+1	1
highest occupied orbital energy	-0.3399	hartree
calculated total energy	-27024.362	eV